{
  "formula": "C25H37CuFN4O3S2",
  "method": "ωB97M-V/def2-TZVPD",
  "elements": ["Cu", "S", "S", "C", "C", "C", "N", "C", "C", "H", "H", "H", "H", "H", "H", "H", "H", "C", "H", "H", "H", "H", "H", "H", "H", "C", "C", "H", "H", "H", "H", "F", "C", "C", "C", "C", "O", "C", "C", "N", "C", "C", "C", "C", "C", "C", "N", "C", "C", "N", "C", "C", "C", "O", "O", "H", "H", "H", "H", "H", "H", "H", "H", "H", "H", "H", "H", "H", "H", "H", "H", "H", "H"],
  "xyz": [[-0.15, 0.01, 0.00], [-0.82, 2.26, -0.23], [-0.90, -2.38, -0.03], [-2.65, 2.28, -0.32], [-0.46, 2.39, -2.00], [-0.84, 1.14, -2.76], [-0.27, -0.05, -2.08], [-0.80, -1.32, -2.64], [-0.39, -2.50, -1.77], [0.62, 2.57, -2.07], [-1.01, 3.27, -2.36], [-0.43, 1.19, -3.79], [-1.93, 1.02, -2.81], [-0.39, -1.45, -3.66], [-1.89, -1.24, -2.70], [0.70, -2.60, -1.75], [-0.84, -3.43, -2.15], [-2.69, -2.44, -0.23], [0.75, -0.04, -2.20], [-3.06, -1.63, -0.87], [-3.09, -2.32, 0.78], [-2.97, -3.42, -0.62], [-3.00, 2.23, 0.72], [-3.05, 1.44, -0.89], [-2.95, 3.23, -0.76], [5.27, 0.20, -1.80], [5.34, 0.26, -0.46], [5.24, 1.11, -2.41], [5.28, -0.76, -2.33], [5.40, 1.21, 0.08], [5.34, -0.66, 0.14], [-2.06, 2.66, 5.91], [-1.36, 1.49, 5.70], [-1.19, 1.07, 4.41], [-0.38, -0.06, 4.17], [0.01, -0.41, 2.82], [-0.61, 0.15, 1.86], [1.05, -1.38, 2.65], [1.36, -2.19, 3.72], [0.85, -1.99, 4.98], [1.25, -2.81, 6.04], [1.85, -4.16, 5.80], [2.72, -3.03, 6.24], [0.11, -0.83, 5.24], [-0.08, -0.39, 6.55], [-0.79, 0.81, 6.81], [-0.83, 1.30, 8.10], [0.33, 1.18, 8.97], [-0.10, 0.56, 10.28], [-1.19, 1.41, 10.81], [-2.37, 1.66, 9.93], [-1.84, 2.20, 8.61], [1.85, -1.56, 1.37], [2.70, -2.45, 1.36], [1.61, -0.75, 0.37], [-1.62, 1.60, 3.57], [2.06, -3.01, 3.61], [0.63, -2.77, 6.94], [1.56, -4.91, 6.53], [1.98, -4.52, 4.77], [3.39, -2.61, 5.49], [3.09, -3.01, 7.27], [0.36, -0.95, 7.39], [0.77, 2.19, 9.15], [1.10, 0.57, 8.48], [-0.51, -0.45, 10.15], [0.72, 0.53, 11.00], [-1.51, 1.05, 11.71], [-0.77, 2.34, 10.94], [-3.03, 2.37, 10.42], [-2.89, 0.71, 9.82], [-1.39, 3.20, 8.78], [-2.66, 2.30, 7.91]],
  "spin_multiplicity": 2,
  "charge": 2,
  "e_lumo_ha": [-0.1834, -0.1993],
  "homo_energy_ev": [-12.73, -12.73],
  "e_tot_ev": -107641.6046
}